# 1
# C37H65NO21S2

10 unconnected molecules or ions with the total composition C37H65NO21S2 (ωB97M-V/def2-TZVPD, the OMol25 dataset).

Geometry as XYZ:
```
126
Properties=species:S:1:pos:R:3:forces:R:3
O -3.2088 -2.0879 -0.2863 -0.5 0.0 0.3
S -2.9122 -3.2581 -1.0741 2.7 2.4 0.4
O -1.7066 -3.0502 -1.8907 -1.4 -1.2 0.5
O -2.6980 -4.4581 -0.0635 -0.2 0.2 -1.1
C -1.3916 -4.4523 0.6754 -1.0 0.5 -1.0
C -1.7558 -5.1512 1.9550 0.1 0.1 0.9
C -4.3134 -3.6010 -2.0424 0.6 -1.5 -0.4
H -1.0747 -3.4120 0.8147 -0.3 -0.2 0.3
H -0.6674 -4.8452 -0.0489 -0.1 -0.6 0.7
H -2.5808 -4.6080 2.4793 0.9 -0.1 -0.4
H -0.8531 -5.1725 2.5862 -0.4 -0.1 0.0
H -2.1390 -6.1692 1.8547 0.3 0.0 -0.4
H -4.4852 -4.6685 -2.0674 -0.1 -0.2 -0.2
H -4.1068 -3.2045 -3.0180 0.3 0.0 -0.5
H -5.1456 -3.0784 -1.6773 -1.0 0.6 0.9
O 0.6345 1.0632 2.0538 -0.9 0.2 0.0
S -0.2040 0.8517 0.8911 -0.7 1.5 -0.4
O -1.4630 1.5782 0.6967 1.5 -0.9 0.6
O 0.6618 1.2868 -0.3585 0.1 -1.5 0.3
C 1.9871 0.5800 -0.4885 -0.6 1.1 0.5
C 2.7549 1.5841 -1.3348 -0.9 -1.0 0.2
C -0.4442 -0.8700 0.8006 0.7 -0.4 -2.0
H 1.8107 -0.4384 -0.8699 0.2 0.5 -0.1
H 2.4359 0.5312 0.5222 -0.3 -0.2 -0.5
H 2.4883 1.5018 -2.3858 0.0 0.3 0.0
H 3.7764 1.3418 -1.2036 1.3 0.1 -0.1
H 2.5074 2.5549 -0.9172 0.2 0.2 -0.3
H 0.5298 -1.2964 1.1326 -1.0 -0.2 -0.2
H -0.7493 -1.1913 -0.2383 0.7 0.5 0.8
H -1.3229 -1.1091 1.3550 -0.3 -0.2 1.0
O 4.6367 0.4812 -6.7978 -0.4 0.6 0.2
C 3.8759 1.4136 -6.7369 -0.4 -0.2 0.2
O 3.8802 2.3033 -5.7034 -1.0 0.3 -0.1
C 2.7610 3.3028 -5.8891 4.3 0.2 -2.2
C 2.6215 3.3014 -7.4211 -1.5 0.3 -1.2
C 2.7992 1.8131 -7.7606 1.3 -0.4 0.4
H 3.1911 4.2219 -5.4688 -0.6 -0.2 -0.1
H 1.9168 2.9546 -5.4313 -2.2 -0.9 1.4
H 3.3345 3.9169 -7.9667 0.4 0.0 0.5
H 1.6325 3.6943 -7.7945 0.7 -0.5 0.7
H 3.2637 1.4459 -8.7145 -1.0 0.9 0.5
H 1.8693 1.2931 -7.5047 0.3 -0.2 -0.3
O -5.4193 -0.7755 -2.2803 0.5 -0.3 -2.5
C -5.4337 -0.4447 -1.1558 -1.2 -0.1 2.5
O -6.2804 -1.0765 -0.2852 0.4 0.3 0.0
C -6.1620 -0.4911 1.0220 -0.8 -0.2 0.2
C -4.8523 0.2608 1.0764 0.0 -1.9 -2.0
C -4.6812 0.6130 -0.4175 0.8 0.4 0.6
H -6.1711 -1.3034 1.7096 0.0 -0.7 0.6
H -7.0711 0.0758 1.2019 0.0 0.5 0.0
H -4.1249 -0.4664 1.3864 0.6 -0.5 -0.3
H -4.7418 0.9836 1.8098 -0.4 2.0 1.0
H -3.6516 0.5380 -0.7815 -0.2 0.6 0.2
H -5.1574 1.5798 -0.6199 0.3 -0.1 -0.3
O -0.7463 0.0727 5.2065 0.1 -0.4 -0.1
C -1.2198 1.0235 4.6557 0.0 0.5 1.0
O -0.6276 2.2541 4.8159 -0.7 -0.8 -0.8
C -1.3660 3.1774 4.0048 0.0 1.1 0.1
C -2.8298 2.5981 3.9255 1.9 1.0 -1.2
C -2.5321 1.1369 3.8675 1.5 -1.4 -0.5
H -0.8498 3.3262 3.0113 -0.7 -0.6 0.8
H -1.2909 4.1460 4.5258 -0.3 -0.3 -0.2
H -3.2007 3.0161 2.9955 -0.7 -0.1 0.1
H -3.3933 2.8816 4.7925 -0.4 0.2 0.3
H -2.2188 0.7869 2.8438 -0.6 0.5 0.7
H -3.2340 0.3957 4.2583 0.0 0.3 0.0
O 4.2523 -0.6572 3.2492 -0.6 1.1 1.3
C 3.7502 0.2839 3.8446 -0.6 -1.1 0.2
O 3.2819 0.2278 5.1363 0.9 -1.8 -1.5
C 2.6578 1.4088 5.5672 0.9 1.4 1.0
C 2.6936 2.3925 4.3729 -0.5 -1.1 0.1
C 3.5122 1.6503 3.3070 -0.8 0.5 -0.2
H 3.2631 1.7562 6.4409 -0.4 0.0 -0.6
H 1.6666 1.1882 5.9500 -0.2 -0.1 -0.3
H 3.1738 3.3017 4.5973 0.5 1.1 0.6
H 1.6646 2.6257 4.1046 0.2 -0.2 -0.4
H 4.5104 2.0657 3.1829 -0.1 0.3 -0.3
H 2.9440 1.6203 2.3631 0.6 -0.2 0.3
O -3.2959 -1.9269 4.7558 0.3 -0.2 0.2
C -2.1435 -2.2590 4.7006 0.4 0.2 -0.9
O -1.4473 -2.1686 3.5272 -2.3 0.9 -0.4
C -0.0988 -2.4130 3.6122 1.3 -2.2 0.1
C 0.1735 -2.9886 5.0199 -0.9 1.4 0.6
C -1.2376 -2.8432 5.7422 1.2 -0.7 -1.9
H 0.5118 -1.5638 3.3868 0.0 0.9 0.1
H 0.1347 -3.1487 2.8332 0.1 0.1 0.1
H 0.9106 -2.3033 5.4673 -0.2 -0.7 0.2
H 0.5320 -4.0121 4.9785 0.0 0.0 0.2
H -1.2582 -2.1836 6.5532 0.2 0.8 1.4
H -1.6520 -3.7913 6.0161 -0.2 -0.6 0.4
O 1.1905 6.2464 -1.8534 -0.4 -0.5 -0.3
C 0.3704 5.4416 -2.1979 -0.2 -0.8 -0.2
O 0.3843 4.1316 -1.8304 -0.1 -0.1 0.5
C -0.9439 3.5333 -2.0166 1.5 -1.5 0.9
C -1.5756 4.3353 -3.0956 -3.3 -2.2 -1.0
C -0.8466 5.5970 -3.0922 1.8 1.2 -1.7
H -1.4400 3.5227 -1.0605 -0.3 0.5 0.4
H -0.7945 2.4485 -2.2020 0.1 0.9 -0.3
H -2.6992 4.4514 -2.9106 1.5 0.0 -0.1
H -1.5745 3.7255 -4.0384 0.4 0.9 0.5
H -1.4064 6.3915 -2.7346 -1.2 1.7 0.8
H -0.5423 5.9132 -4.1072 0.2 -0.1 0.5
O 2.2010 -2.9169 1.1346 2.9 0.3 1.1
C 3.4343 -2.8244 1.3357 -3.9 0.1 -2.6
O 4.1495 -2.0389 0.5379 -1.1 0.9 -1.2
C 5.5273 -2.1584 0.7122 1.3 0.6 1.5
C 5.6743 -3.3736 1.6414 0.5 -0.6 -2.0
C 4.3088 -3.5271 2.2423 0.4 0.1 1.6
H 5.8976 -1.2620 1.2351 -0.3 -0.1 -0.1
H 6.0677 -2.1629 -0.2312 -0.3 -0.5 -0.2
H 6.4564 -3.2221 2.3152 1.0 0.4 1.4
H 6.0018 -4.2527 1.0651 -0.5 0.1 0.1
H 4.2185 -2.9129 3.1600 0.1 -0.7 0.0
H 4.0023 -4.5446 2.3751 -0.3 -0.4 0.4
C 0.0426 -1.8801 -6.5910 3.3 1.8 1.0
C -0.0419 -0.5385 -5.7924 -0.8 -2.6 0.0
O 0.2058 0.5036 -6.3314 0.4 1.6 -0.6
N -0.4269 -0.6477 -4.5023 0.8 0.8 0.1
C -0.3013 0.4633 -3.5542 -1.3 -1.3 0.0
H -0.0911 -2.7895 -6.0495 -0.6 -0.5 0.4
H 1.1533 -1.8693 -6.8829 -1.4 -0.2 0.2
H -0.4914 -1.7928 -7.4871 -1.0 0.0 -1.2
H -0.5420 -1.5499 -4.1178 -0.1 -0.9 0.3
H -1.1948 0.3138 -2.8963 0.8 0.7 -0.2
H -0.3797 1.3444 -4.1746 0.0 0.5 0.3
H 0.6151 0.4371 -2.9456 -0.2 0.0 -0.4
```
Forces are in eV/Å.

Strongest force on any atom ... 4.8 eV/A
Multiplicity ... 1
LUMO energy ... 0.45 eV
Kohn-Sham gap ... 10.11 eV
SMILES ... CCOS(C)(=O)=O.CCOS(C)(=O)=O.O=C1CCCO1.O=C1CCCO1.O=C1CCCO1.O=C1CCCO1.O=C1CCCO1.O=C1CCCO1.O=C1CCCO1.CNC(C)=O
Calculated total energy ... -105581.3204 eV
HOMO level ... -9.66 eV
Net charge ... 0

=====

# 2
# C37H67N9O2PSi

9 unconnected molecules or ions with the total composition C37H67N9O2PSi (ωB97M-V/def2-TZVPD, the OMol25 dataset).

Geometry as XYZ:
```
117
Properties=species:S:1:pos:R:3:forces:R:3
C -2.4071 0.2621 2.0054 -1.0 0.4 0.7
P -2.0377 0.5089 0.1414 1.9 -0.4 0.5
C -1.6122 -1.1472 -0.7319 -0.5 -0.6 -0.3
Si -3.6884 1.4906 -0.9271 -0.6 0.7 0.0
C -5.1637 1.6845 0.2920 -2.0 -0.6 1.9
C -6.0012 0.2400 0.4024 -0.3 -1.5 -3.8
N -6.1512 -0.5346 -0.7420 0.2 2.8 5.1
C -3.0208 3.1354 -1.6717 2.4 5.8 -1.2
O -2.8527 3.2351 -3.0118 -0.8 -0.7 5.9
O -2.6743 4.2272 -0.7318 -2.0 -5.6 -4.2
H -1.8717 -0.7105 2.3981 -1.3 2.1 -0.7
H -2.0190 1.2507 2.5476 -0.7 -2.3 -1.1
H -3.5799 0.2492 2.2073 2.5 -0.4 -0.2
H -0.4651 -1.3839 -0.5769 -2.5 0.4 -0.3
H -2.3189 -1.9834 -0.3158 1.6 1.3 -1.0
H -1.8390 -0.9813 -1.8904 0.5 -0.4 2.5
H -4.1370 0.6443 -2.0241 0.0 -0.2 -0.3
H -5.8959 2.5714 -0.0182 1.4 -2.0 0.6
H -4.8085 1.9084 1.4052 -0.7 -0.3 -2.4
H -6.4874 -0.1264 1.4161 1.2 0.9 -1.9
H -6.6822 -1.4029 -0.5045 0.5 0.8 0.1
C -0.1309 5.4958 -1.9189 0.0 0.0 0.0
C 0.2385 6.7075 -2.7650 -0.2 -0.1 0.5
C 0.9295 6.3371 -4.0769 -0.1 0.4 -0.1
C 2.2398 5.7102 -3.8600 1.1 -0.7 0.0
N 3.2730 5.2097 -3.6885 -1.3 0.7 -0.2
H 0.7583 4.9433 -1.5999 0.0 0.0 -0.1
H -0.6648 5.8151 -1.0183 0.0 -0.3 -0.2
H -0.7807 4.8127 -2.4747 -0.1 0.1 0.3
H 0.8769 7.3774 -2.1763 0.0 0.0 -0.2
H -0.6789 7.2620 -2.9969 0.2 -0.1 -0.1
H 1.0655 7.2473 -4.6727 0.2 -0.2 0.0
H 0.2879 5.6683 -4.6617 0.2 -0.1 0.1
C 0.4231 0.3960 6.1195 -0.1 0.0 0.1
C 1.6133 0.0459 5.2357 0.0 0.1 0.4
C 1.2341 -0.1595 3.7695 0.3 0.0 -0.1
C 0.3621 -1.3254 3.5765 -0.8 -1.0 -0.3
N -0.3315 -2.2437 3.4245 1.0 1.1 0.3
H -0.3075 -0.4183 6.1493 0.0 0.1 -0.1
H 0.7580 0.5799 7.1452 0.0 0.0 -0.1
H -0.0807 1.2986 5.7597 0.0 -0.1 0.0
H 2.1034 -0.8525 5.6299 0.0 0.1 -0.1
H 2.3437 0.8617 5.2974 0.0 -0.2 -0.2
H 2.1508 -0.3008 3.1849 -0.3 -0.1 -0.1
H 0.7454 0.7408 3.3799 -0.1 -0.2 0.0
C 3.5738 3.8585 -0.3864 -0.1 0.0 0.0
C 4.8738 3.4932 0.3186 -0.3 0.4 0.1
C 5.4083 2.1179 -0.0797 0.3 0.2 0.1
C 4.5189 1.0290 0.3447 -0.8 -0.9 0.2
N 3.8132 0.1687 0.6754 0.9 1.0 -0.3
H 2.7642 3.1740 -0.1149 0.1 0.1 0.0
H 3.2638 4.8692 -0.1028 0.0 -0.1 -0.1
H 3.6968 3.8335 -1.4736 -0.1 0.1 0.1
H 4.7214 3.5409 1.4036 0.1 -0.1 -0.1
H 5.6289 4.2482 0.0682 0.0 -0.2 0.1
H 6.3916 1.9744 0.3833 -0.2 -0.2 -0.1
H 5.5594 2.0752 -1.1644 -0.1 -0.1 0.2
C -6.4711 -2.1318 -4.9127 0.2 0.1 0.0
C -6.6298 -3.6353 -4.7262 -0.1 0.2 -0.4
C -7.0505 -4.0248 -3.3096 0.0 -0.3 -0.2
C -6.0201 -3.7046 -2.3133 0.8 0.3 1.0
N -5.2079 -3.4466 -1.5251 -1.1 -0.5 -1.1
H -5.6709 -1.7317 -4.2823 -0.1 0.0 0.0
H -6.2183 -1.9069 -5.9536 -0.1 0.0 0.1
H -7.3992 -1.6060 -4.6674 0.1 0.0 0.0
H -5.6895 -4.1330 -4.9927 -0.1 0.0 0.1
H -7.3917 -3.9940 -5.4288 0.1 -0.1 0.2
H -7.2464 -5.1032 -3.2841 0.1 0.1 0.2
H -7.9905 -3.5256 -3.0480 0.2 0.0 0.1
C -3.0018 4.5229 7.5455 -0.1 0.1 -0.1
C -3.4953 3.4673 8.5266 -0.1 0.4 0.0
C -2.7958 2.1186 8.3615 -0.2 -0.1 0.3
C -3.0932 1.4902 7.0678 -0.1 -0.6 -1.2
N -3.3239 0.9960 6.0431 0.3 0.7 1.4
H -3.2178 4.2406 6.5104 0.1 0.0 0.1
H -3.4989 5.4784 7.7402 0.1 -0.1 -0.1
H -1.9225 4.6754 7.6434 -0.1 0.0 0.0
H -4.5796 3.3483 8.4131 0.2 -0.1 0.1
H -3.3185 3.8309 9.5461 0.0 -0.2 -0.1
H -3.1254 1.4499 9.1653 0.1 -0.1 -0.2
H -1.7129 2.2424 8.4761 -0.1 -0.1 -0.2
C -3.6397 -3.2360 -9.5200 0.0 0.1 -0.1
C -3.6863 -3.8243 -8.1158 0.3 0.4 -0.1
C -4.6236 -5.0256 -7.9975 0.2 0.0 0.3
C -6.0290 -4.6608 -8.2183 -1.3 0.2 -0.3
N -7.1393 -4.3736 -8.3982 1.5 -0.3 0.3
H -4.6140 -2.8387 -9.8210 0.1 -0.1 0.0
H -2.9187 -2.4133 -9.5590 -0.1 -0.1 0.0
H -3.3338 -3.9904 -10.2515 0.0 0.1 0.0
H -3.9817 -3.0417 -7.4065 0.0 -0.2 0.0
H -2.6738 -4.1417 -7.8383 -0.2 0.0 0.1
H -4.5215 -5.4549 -6.9939 -0.2 0.0 -0.1
H -4.3243 -5.8048 -8.7076 -0.2 0.1 0.0
C 8.1666 -3.4524 -1.4120 0.1 -0.1 0.0
C 7.3278 -2.7427 -0.3571 0.3 -0.3 0.0
C 6.5152 -1.5766 -0.9190 -0.2 -0.1 0.4
C 7.3686 -0.4865 -1.4090 0.6 0.9 -0.6
N 8.0432 0.3729 -1.8013 -0.8 -1.1 0.6
H 8.9237 -2.7863 -1.8372 -0.1 0.0 0.0
H 8.6873 -4.3059 -0.9663 0.0 0.1 -0.1
H 7.5385 -3.8256 -2.2269 0.1 0.0 0.0
H 7.9831 -2.3938 0.4502 -0.2 0.0 -0.1
H 6.6363 -3.4706 0.0845 0.0 0.2 0.0
H 5.8623 -1.1887 -0.1283 0.1 0.1 -0.3
H 5.8617 -1.9301 -1.7246 0.1 0.2 0.0
C 6.1964 -2.1522 3.6674 -0.1 0.1 -0.1
C 6.0789 -3.6709 3.6657 -0.3 0.3 -0.1
C 7.2395 -4.3650 4.3777 -0.2 -0.3 0.0
C 8.5198 -4.1610 3.6877 1.2 0.2 -0.5
N 9.5327 -3.9952 3.1454 -1.4 -0.2 0.7
H 7.0802 -1.8177 3.1154 0.0 0.0 0.1
H 5.3179 -1.7068 3.1900 0.1 0.0 0.1
H 6.2607 -1.7649 4.6890 0.0 0.0 -0.1
H 6.0026 -4.0256 2.6307 0.0 -0.1 0.2
H 5.1441 -3.9477 4.1682 0.2 -0.1 -0.1
H 7.0301 -5.4400 4.4274 0.2 0.1 0.0
H 7.3114 -4.0079 5.4113 0.1 0.0 -0.2
```
Forces are in eV/Å.

Strongest force on any atom ... 7.3 eV/A
Multiplicity ... 1
LUMO energy ... 1.83 eV
Kohn-Sham gap ... 5.98 eV
Calculated total energy ... -74124.1297 eV
HOMO level ... -4.15 eV
Net charge ... -1

=====

Look up the strongest force on any atom of the first one. 4.8 eV/A

=====

Which value of Kohn-Sham gap does entry 1 give? 10.11 eV